No. 1
{"formula": "C19H48F4Fe2N2O17S4", "method": "the ωB97M-V functional and the def2-TZVPD basis", "species": ["Fe", "Fe", "N", "S", "O", "O", "F", "S", "O", "O", "F", "N", "S", "O", "O", "F", "S", "O", "O", "F", "C", "O", "O", "O", "C", "C", "C", "O", "H", "H", "H", "H", "H", "H", "H", "H", "C", "C", "C", "O", "H", "H", "H", "H", "H", "H", "H", "H", "C", "C", "C", "O", "H", "H", "H", "H", "H", "H", "H", "H", "C", "C", "C", "O", "H", "H", "H", "H", "H", "H", "H", "H", "C", "C", "C", "O", "H", "H", "H", "H", "H", "H", "H", "H", "C", "C", "C", "O", "H", "H", "H", "H", "H", "H", "H", "H"], "xyz": [[0.248, -0.366, -0.047], [0.201, 3.892, -0.592], [1.910, 4.286, -1.421], [2.791, 5.742, -1.683], [2.955, 6.148, -3.055], [3.821, 6.070, -0.725], [1.564, 6.710, -1.278], [2.860, 3.533, -2.355], [4.207, 3.382, -1.911], [2.485, 3.538, -3.772], [2.273, 2.108, -1.918], [1.812, -0.927, 1.005], [3.459, -1.153, 0.668], [4.075, -2.472, 0.734], [4.315, 0.023, 0.890], [3.323, -1.046, -0.925], [2.079, -1.197, 2.436], [2.712, -0.262, 3.365], [2.290, -2.597, 2.841], [0.524, -0.998, 2.887], [-1.070, 1.737, 0.095], [-1.587, 0.653, 0.306], [-1.469, 2.899, 0.259], [0.077, 1.716, -0.345], [3.339, 3.190, 1.533], [1.888, 3.170, 2.025], [1.741, 3.568, 3.549], [1.099, 4.200, 1.405], [3.749, 4.197, 1.619], [3.428, 2.917, 0.482], [3.931, 2.454, 2.077], [1.462, 2.191, 1.803], [2.123, 2.776, 4.194], [0.679, 3.754, 3.710], [2.269, 4.487, 3.804], [1.330, 5.022, 1.845], [-3.302, 3.767, 4.447], [-2.426, 3.091, 3.316], [-1.753, 1.778, 3.852], [-3.341, 2.663, 2.295], [-2.659, 4.145, 5.242], [-3.948, 2.993, 4.860], [-3.842, 4.618, 4.031], [-1.723, 3.821, 2.914], [-2.470, 1.014, 4.151], [-1.065, 2.026, 4.660], [-1.207, 1.398, 2.989], [-2.777, 2.586, 1.522], [-0.668, -4.351, 1.258], [-0.448, -3.525, 0.015], [-1.356, -3.864, -1.205], [-0.775, -2.181, 0.255], [0.103, -4.250, 2.021], [-0.664, -5.418, 1.037], [-1.588, -4.112, 1.790], [0.583, -3.568, -0.334], [-1.135, -4.876, -1.542], [-1.336, -3.094, -1.976], [-2.389, -3.802, -0.862], [-1.684, -2.231, 0.560], [-1.683, -0.110, -2.869], [-0.325, -0.731, -3.264], [0.390, 0.057, -4.314], [0.516, -0.852, -2.123], [-2.305, -0.036, -3.761], [-1.499, 0.884, -2.463], [-2.177, -0.656, -2.064], [-0.509, -1.743, -3.625], [-0.286, 0.343, -5.120], [1.202, -0.524, -4.751], [0.754, 0.978, -3.858], [1.215, -1.411, -2.471], [3.907, -3.991, -3.563], [2.499, -3.497, -3.786], [1.639, -4.577, -4.449], [1.895, -3.121, -2.548], [4.324, -4.001, -4.571], [3.794, -4.966, -3.089], [4.482, -3.351, -2.895], [2.563, -2.621, -4.431], [0.598, -4.257, -4.496], [1.631, -5.535, -3.929], [1.926, -4.689, -5.495], [2.071, -3.879, -1.986], [-5.577, -0.878, 0.725], [-4.499, -1.465, 1.603], [-4.724, -2.823, 2.232], [-3.338, -1.556, 0.802], [-6.326, -0.408, 1.362], [-6.022, -1.655, 0.104], [-5.182, -0.056, 0.129], [-4.330, -0.746, 2.404], [-5.561, -2.735, 2.925], [-3.892, -3.205, 2.822], [-5.087, -3.502, 1.459], [-3.105, -0.658, 0.552]], "lumo_ev": [-1.1, -1.7], "homo_ev": [-9.73, -9.73], "gap_ev": [8.66, 8.03], "s2": 20.017, "total_charge": 0, "multiplicity": 9}

No. 2
{"formula": "C45H111N7O", "method": "the ωB97M-V functional and the def2-TZVPD basis", "species": ["C", "C", "N", "C", "C", "C", "C", "H", "H", "H", "H", "H", "H", "H", "H", "H", "H", "H", "H", "H", "H", "H", "C", "C", "N", "C", "C", "C", "C", "H", "H", "H", "H", "H", "H", "H", "H", "H", "H", "H", "H", "H", "H", "H", "C", "C", "N", "C", "C", "C", "C", "H", "H", "H", "H", "H", "H", "H", "H", "H", "H", "H", "H", "H", "H", "H", "C", "C", "N", "C", "C", "C", "C", "H", "H", "H", "H", "H", "H", "H", "H", "H", "H", "H", "H", "H", "H", "H", "C", "C", "N", "C", "C", "C", "C", "H", "H", "H", "H", "H", "H", "H", "H", "H", "H", "H", "H", "H", "H", "H", "C", "C", "N", "C", "C", "C", "C", "H", "H", "H", "H", "H", "H", "H", "H", "H", "H", "H", "H", "H", "H", "H", "C", "C", "N", "C", "C", "C", "C", "H", "H", "H", "H", "H", "H", "H", "H", "H", "H", "H", "H", "H", "H", "H", "C", "C", "C", "O", "H", "H", "H", "H", "H", "H"], "xyz": [[2.382, 2.922, 0.268], [2.488, 3.988, -0.794], [2.490, 5.339, -0.275], [1.348, 5.706, 0.533], [-0.038, 5.481, -0.090], [2.957, 6.352, -1.211], [4.421, 6.194, -1.561], [3.279, 2.827, 0.883], [2.163, 1.963, -0.198], [1.574, 3.086, 0.988], [3.412, 3.818, -1.347], [1.668, 3.852, -1.527], [1.409, 5.146, 1.470], [1.473, 6.757, 0.799], [-0.162, 6.048, -1.014], [-0.249, 4.424, -0.240], [-0.782, 5.904, 0.593], [2.754, 7.313, -0.731], [2.316, 6.351, -2.114], [4.548, 5.368, -2.266], [4.997, 5.893, -0.685], [4.836, 7.097, -2.004], [4.219, -8.644, -3.777], [4.493, -7.189, -4.151], [3.471, -6.485, -4.927], [3.338, -7.078, -6.270], [2.584, -6.200, -7.242], [2.186, -6.460, -4.253], [2.247, -5.762, -2.901], [5.048, -9.033, -3.181], [4.180, -9.281, -4.663], [3.305, -8.777, -3.201], [4.716, -6.583, -3.272], [5.404, -7.144, -4.757], [4.347, -7.240, -6.654], [2.861, -8.067, -6.172], [3.144, -5.277, -7.424], [2.591, -6.699, -8.217], [1.575, -5.905, -6.972], [1.776, -7.477, -4.097], [1.461, -5.993, -4.918], [2.673, -6.396, -2.125], [1.258, -5.441, -2.572], [2.859, -4.862, -3.005], [-2.138, -2.754, 4.181], [-2.148, -2.979, 5.673], [-2.421, -4.362, 6.045], [-2.203, -4.600, 7.454], [-0.750, -4.453, 7.887], [-3.696, -4.835, 5.551], [-4.005, -6.282, 5.903], [-1.421, -3.405, 3.677], [-1.830, -1.724, 3.970], [-3.113, -2.860, 3.706], [-1.210, -2.643, 6.107], [-2.935, -2.326, 6.111], [-2.855, -3.971, 8.095], [-2.498, -5.619, 7.701], [-0.672, -4.832, 8.910], [-0.096, -5.049, 7.250], [-0.397, -3.423, 7.917], [-3.646, -4.864, 4.459], [-4.556, -4.194, 5.820], [-4.791, -6.658, 5.245], [-4.355, -6.469, 6.920], [-3.124, -6.911, 5.752], [-0.782, 0.619, 1.921], [-0.969, -0.573, 0.967], [0.031, -0.630, -0.073], [0.030, -1.942, -0.681], [1.020, -2.073, -1.847], [0.001, 0.520, -0.957], [-1.273, 0.701, -1.799], [-1.607, 0.562, 2.634], [-0.739, 1.586, 1.424], [0.146, 0.496, 2.485], [-0.902, -1.452, 1.611], [-1.985, -0.517, 0.536], [-0.964, -2.114, -1.141], [0.226, -2.683, 0.091], [0.629, -1.533, -2.711], [1.076, -3.125, -2.131], [2.018, -1.711, -1.608], [0.143, 1.412, -0.355], [0.834, 0.430, -1.656], [-1.099, 1.554, -2.459], [-1.491, -0.179, -2.406], [-2.146, 1.008, -1.226], [-2.196, 3.083, 4.153], [-2.470, 4.126, 3.079], [-3.736, 4.857, 3.193], [-3.956, 5.622, 1.976], [-3.270, 6.977, 2.046], [-4.843, 4.010, 3.644], [-6.167, 4.756, 3.796], [-1.201, 2.686, 3.940], [-2.917, 2.269, 4.158], [-2.137, 3.478, 5.173], [-1.648, 4.838, 3.024], [-2.522, 3.550, 2.133], [-3.619, 5.047, 1.095], [-5.015, 5.808, 1.801], [-2.235, 6.913, 2.385], [-3.274, 7.515, 1.096], [-3.803, 7.594, 2.773], [-4.554, 3.692, 4.646], [-4.959, 3.122, 2.997], [-6.503, 5.236, 2.881], [-6.082, 5.523, 4.568], [-6.929, 4.049, 4.131], [1.289, -2.149, 4.045], [2.097, -3.362, 3.562], [2.683, -3.143, 2.267], [3.693, -2.074, 2.279], [3.379, -1.022, 1.243], [3.186, -4.337, 1.615], [2.090, -5.302, 1.190], [0.699, -1.762, 3.210], [1.922, -1.315, 4.346], [0.633, -2.482, 4.845], [2.859, -3.610, 4.330], [1.418, -4.216, 3.563], [3.719, -1.607, 3.267], [4.695, -2.513, 2.175], [2.489, -0.471, 1.561], [4.163, -0.258, 1.194], [3.168, -1.412, 0.250], [3.854, -4.901, 2.294], [3.763, -3.998, 0.755], [2.588, -6.182, 0.774], [1.366, -4.910, 0.474], [1.488, -5.616, 2.044], [3.207, 4.957, -6.476], [1.695, 5.102, -6.448], [1.086, 4.294, -5.372], [-0.312, 4.679, -5.154], [-0.772, 4.511, -3.707], [1.282, 2.891, -5.684], [0.614, 1.839, -4.834], [3.622, 3.999, -6.787], [3.622, 5.275, -5.520], [3.614, 5.652, -7.224], [1.486, 6.137, -6.181], [1.230, 4.820, -7.406], [-0.365, 5.745, -5.398], [-0.998, 4.193, -5.870], [-0.987, 3.475, -3.465], [0.030, 4.828, -3.041], [-1.684, 5.066, -3.486], [2.350, 2.668, -5.585], [1.076, 2.660, -6.750], [-0.475, 1.849, -4.753], [0.996, 1.844, -3.812], [0.793, 0.883, -5.334], [-5.401, 2.114, -2.390], [-4.615, 2.336, -1.120], [-5.020, 1.557, 0.116], [-3.651, 3.060, -1.106], [-6.189, 1.376, -2.274], [-4.730, 1.841, -3.205], [-5.827, 3.073, -2.703], [-5.446, 2.267, 0.828], [-4.097, 1.188, 0.571], [-5.695, 0.732, -0.082]], "lumo_ev": 0.6, "homo_ev": -7.74, "gap_ev": 8.36, "total_charge": 0, "smiles": "CCN(CC)CC.CCN(CC)CC.CCN(CC)CC.CCN(CC)CC.CCN(CC)CC.CCN(CC)CC.CCN(CC)CC.CC(C)=O"}